The following is a quantum chemistry calculation of a molecular structure, C11H10 in a non-equilibrium geometry, from OMol25.

Calculated values
HOMO-LUMO gap: 8.431 eV
energy relative to the best compared isomer or geometry (same formula, charge and spin): 232.4 kJ/mol

Last column: Löwdin charge in e.
Atoms and positions in Å:
H: -0.524 -0.254 3.159  0.147
H: -2.790 0.356 -2.234  0.095
H: -2.679 0.223 2.128  0.126
H: -0.289 0.280 -2.416  0.086
C: -0.037 0.154 -0.239  -0.132
H: -3.955 0.116 -0.054  0.106
C: 1.357 -0.114 -0.387  -0.317
C: -2.167 0.198 -1.355  -0.069
C: 2.010 -0.383 -1.684  -0.093
C: -0.714 0.209 1.067  -0.180
C: -2.837 0.170 -0.074  -0.082
H: 2.213 0.209 2.863  0.098
H: 2.987 -1.078 -1.569  0.108
C: 0.118 0.008 2.204  -0.058
C: 2.120 -0.121 0.776  -0.048
H: 3.251 -0.243 0.695  0.128
C: -2.126 0.218 1.139  -0.049
H: 0.952 -0.948 -2.351  0.159
C: -0.773 0.290 -1.434  -0.061
C: 1.485 0.102 2.050  -0.087
H: 2.398 0.610 -2.285  0.123